(1)
C15H39N4O8PSi2 as an isolated structure at a distorted geometry. Source: the OMol25 dataset; level of theory: wB97M-V/def2-TZVPD.

```
69
Properties=species:S:1:pos:R:3:lowdin_charge:R:1
N 7.4217 -2.4066 1.0409 0.08
C 7.0876 -1.2610 1.4561 -0.33
C 5.8517 -0.8957 2.2408 -0.24
Si 4.2252 -1.3355 1.3924 0.54
C 3.7939 -3.1702 1.6713 -0.23
O 2.7194 -3.4265 2.5998 -0.13
C 1.4652 -3.3506 2.0076 -0.28
O 1.3405 -4.3283 0.9941 -0.10
C 0.0819 -4.2469 0.3453 -0.15
C -0.0819 -2.9403 -0.4788 -0.21
O 1.1941 -2.3584 -0.7472 -0.10
O 3.0694 -0.3416 2.0557 -0.34
Si 2.2348 0.8134 1.1903 0.47
C 0.5749 0.1611 0.6604 -0.23
C -0.2684 -0.2139 1.8925 -0.42
O -0.3690 0.9140 2.7559 -0.06
C -1.6479 -0.7630 1.5030 -0.21
N -2.5770 0.2964 1.0923 0.03
P 3.3017 1.5409 -0.6892 0.55
O 2.6594 0.9690 -1.9191 -0.54
H 6.7306 -3.1128 1.3171 0.03
H 7.7799 -0.4380 1.2222 0.10
H 5.8359 0.1813 2.4669 0.07
H 5.8361 -1.4085 3.2171 0.09
H 4.3160 -1.1388 -0.0734 0.02
H 4.6595 -3.7377 2.0436 0.09
H 3.5433 -3.6060 0.6913 0.09
H 0.7064 -3.4888 2.7975 0.15
H 1.3248 -2.3609 1.5338 0.09
H -0.7344 -4.2822 1.0911 0.12
H 0.0001 -5.1401 -0.2832 0.12
H -0.6940 -2.2201 0.0822 0.04
H -0.6154 -3.1629 -1.4153 0.13
H 1.0236 -1.5113 -1.1921 0.07
H 2.0748 2.0036 2.0477 0.00
H 0.0558 0.9851 0.1418 0.09
H 0.6899 -0.6939 -0.0139 0.03
H 0.2341 -1.0262 2.4474 0.12
H -1.3068 1.1192 2.8700 0.08
H -1.5070 -1.5038 0.7010 0.07
H -2.0614 -1.3118 2.3630 0.13
H -2.7404 0.2677 0.0895 0.04
H -3.4828 0.1760 1.5322 0.07
H 3.1984 2.9531 -0.6417 -0.03
H 4.6938 1.2957 -0.6189 -0.03
C -6.1163 3.5511 -1.4062 -0.01
C -5.3392 2.7237 -0.4073 -0.57
O -5.5162 1.5212 -0.3011 0.03
N -4.4301 3.3713 0.3707 0.01
C -4.0934 4.7791 0.3724 -0.07
H -6.7938 2.8862 -1.9354 0.08
H -6.6972 4.3271 -0.9060 0.08
H -5.4477 4.0268 -2.1257 0.08
H -3.9494 2.7694 1.0256 0.12
H -3.0367 4.9238 0.1401 0.08
H -4.2936 5.2234 1.3488 0.08
H -4.6827 5.3074 -0.3712 0.07
C -2.4463 1.7516 -2.2899 0.01
C -1.5932 0.5159 -2.4566 -0.50
O -1.2278 -0.1771 -1.5195 0.03
N -1.1962 0.2152 -3.7220 0.02
C -1.4963 0.9140 -4.9530 -0.07
H -2.6986 1.8788 -1.2405 0.05
H -1.8765 2.6214 -2.6223 0.09
H -3.3673 1.6822 -2.8694 0.09
H -0.6126 -0.6059 -3.7763 0.14
H -2.0215 0.2602 -5.6516 0.08
H -0.5797 1.2634 -5.4314 0.09
H -2.1260 1.7752 -4.7530 0.07
```

Values from the calculation:
E_tot   -2336.2652 Eh
Highest occupied orbital energy   -9.24 eV
Multiplicity   1
LUMO energy   0.01529 Eh
Charge   0

(2)
C15H39N7PtSSi2Te as an isolated structure. Source: the OMol25 dataset; level of theory: wB97M-V/def2-TZVPD.

```
66
Properties=species:S:1:pos:R:3:lowdin_charge:R:1
Pt 0.9472 -0.2348 0.2645 0.65
C 5.6007 -0.8655 3.0170 0.02
N 4.7874 -0.1990 1.9800 -0.10
C 5.4070 0.8958 1.2166 0.02
C 3.5599 -0.5910 1.7030 -0.36
N 2.8693 -0.1073 0.6697 -0.08
N 3.0055 -1.5447 2.5293 0.19
C 1.8075 -2.2017 2.4094 -0.44
N 1.6431 -3.2347 3.2291 0.24
N 0.8804 -1.8119 1.5634 -0.07
H 6.6186 -0.4997 2.9383 0.11
H 5.6295 -1.9435 2.8546 0.11
H 5.2393 -0.6228 4.0188 0.12
H 6.2798 1.2407 1.7609 0.11
H 4.7257 1.7437 1.1356 0.11
H 5.7246 0.5538 0.2304 0.12
H 3.3660 0.6061 0.1540 0.03
H 3.5602 -1.7876 3.3382 0.15
H 2.4032 -3.6280 3.7644 0.15
H 0.7522 -3.6966 3.3238 0.15
H 0.1262 -2.4819 1.4997 0.07
C -0.8396 3.6977 1.2244 -0.17
Si -2.5769 3.3358 0.7254 0.61
C -3.3862 4.5052 -0.4377 -0.14
C -3.6447 2.5440 1.9985 -0.16
C -2.3299 1.7227 -0.8277 -0.45
Te -1.5375 0.0752 -0.0803 1.56
C -3.0478 -0.9288 0.7691 -0.47
Si -3.7636 -2.4697 -0.5131 0.54
C -2.4083 -3.7281 -0.4091 -0.17
C -5.3328 -2.8641 0.3583 -0.14
C -3.9221 -1.6564 -2.1695 -0.18
H -0.8711 4.5034 1.9669 0.07
H -0.2350 4.0577 0.3910 0.04
H -0.3406 2.8529 1.7054 0.03
H -3.5756 5.4213 0.1386 0.08
H -4.3520 4.1515 -0.7997 0.06
H -2.7543 4.7843 -1.2812 0.06
H -3.9235 3.3305 2.7108 0.07
H -3.1457 1.7672 2.5817 0.04
H -4.5820 2.1610 1.5906 0.06
H -1.6900 2.2095 -1.5592 0.01
H -3.3741 1.5798 -1.1028 0.04
H -3.9171 -0.2846 0.9051 0.03
H -2.7385 -1.4478 1.6748 0.04
H -2.2796 -4.1121 0.6048 0.05
H -1.4505 -3.3567 -0.7872 0.03
H -2.6757 -4.5857 -1.0343 0.07
H -5.1787 -3.1705 1.3938 0.06
H -5.7927 -3.7109 -0.1650 0.07
H -6.0482 -2.0411 0.3296 0.06
H -2.9639 -1.3790 -2.6208 0.03
H -4.5797 -0.7844 -2.1541 0.05
H -4.3823 -2.3713 -2.8596 0.07
S 1.2399 1.5795 -1.2034 0.60
C 1.8788 0.9303 -2.6965 -0.72
N 2.2586 -0.3102 -2.9527 0.05
C 2.7563 -0.4581 -4.3408 -0.06
C 2.7243 0.9967 -4.8576 -0.06
N 2.0837 1.7139 -3.7341 0.06
H 2.1276 -1.0778 -2.3173 0.13
H 2.0998 -1.1165 -4.9056 0.13
H 3.7598 -0.8757 -4.3362 0.14
H 2.1310 1.1084 -5.7613 0.14
H 3.7189 1.4006 -5.0340 0.14
H 1.9282 2.7108 -3.7290 0.17
```

Values from the calculation:
E_tot   -2341.3730 Eh
Relative energy (zero: lowest compared OMol25 entry of this formula, charge and spin)   105.0 kcal/mol
Highest occupied orbital energy   -20.20 eV
Multiplicity   1
LUMO energy   -0.54433 Eh
Charge   +4

(3)
A 5-piece molecular cluster, C15H40O15S5 overall at a distorted geometry. Source: the OMol25 dataset; level of theory: wB97M-V/def2-TZVPD.

```
75
Properties=species:S:1:pos:R:3:lowdin_charge:R:1
O -6.9049 0.4026 2.0658 -0.27
S -5.4985 0.5900 2.1853 0.57
O -4.5718 -0.4809 2.0747 -0.27
O -5.0776 1.7198 1.1375 -0.30
C -5.7770 1.7866 -0.1367 -0.25
C -7.1362 2.4172 -0.0350 -0.08
C -5.0878 1.5120 3.6464 -0.10
H -5.7587 0.7809 -0.5646 0.13
H -5.1241 2.3698 -0.7856 0.11
H -7.4091 2.8289 -1.0116 0.08
H -7.1121 3.2472 0.6676 0.09
H -7.9119 1.7017 0.2176 0.07
H -4.7668 0.8162 4.4095 0.07
H -6.0004 2.0523 3.8941 0.07
H -4.3694 2.2492 3.3061 0.06
O 1.0538 -3.1355 4.9510 -0.27
S 0.0313 -2.7595 4.0421 0.56
O -1.1492 -3.5456 3.9470 -0.27
O -0.3787 -1.2838 4.4468 -0.26
C -1.4114 -0.6376 3.6847 -0.26
C -1.2309 0.8541 3.9199 -0.05
C 0.7228 -2.5051 2.4337 -0.12
H -2.4076 -0.9904 3.9511 0.12
H -1.2693 -0.8773 2.6287 0.10
H -2.1228 1.4622 3.8077 0.05
H -0.4826 1.2437 3.2232 0.08
H -0.8165 1.0087 4.9169 0.09
H 1.2337 -1.5451 2.4638 0.07
H -0.0577 -2.5218 1.6837 0.07
H 1.5029 -3.2501 2.2995 0.06
O 0.3603 -4.4910 -0.6074 -0.26
S 1.5510 -5.1684 -0.9628 0.55
O 2.4135 -4.6221 -1.9634 -0.28
O 2.3265 -5.3037 0.4101 -0.27
C 3.7857 -5.3140 0.3636 -0.23
C 4.3243 -3.9102 0.6002 -0.06
C 1.2248 -6.8782 -1.3020 -0.10
H 4.1093 -5.7086 -0.5956 0.11
H 4.1093 -5.9390 1.1918 0.12
H 4.0781 -3.5747 1.6056 0.08
H 3.9286 -3.1966 -0.1210 0.07
H 5.4081 -3.9561 0.4845 0.08
H 2.0172 -7.2499 -1.9516 0.07
H 0.3058 -6.9842 -1.8711 0.07
H 1.2526 -7.3705 -0.3376 0.07
O 3.1425 3.9497 -1.1428 -0.24
S 2.8994 4.5495 -2.3918 0.53
O 2.1289 5.7468 -2.4865 -0.28
O 4.3206 4.8443 -3.0095 -0.25
C 4.4359 5.2703 -4.3761 -0.27
C 5.6031 6.2337 -4.4830 -0.06
C 2.2339 3.4030 -3.5410 -0.14
H 3.5090 5.7654 -4.6682 0.12
H 4.6514 4.4066 -5.0060 0.12
H 6.4404 5.8949 -3.8758 0.08
H 5.3585 7.2611 -4.2210 0.08
H 5.9330 6.2501 -5.5259 0.08
H 2.2803 3.8222 -4.5475 0.06
H 1.1732 3.2477 -3.3624 0.07
H 2.7916 2.4706 -3.5478 0.08
O 1.6717 0.9725 -1.4304 -0.28
S 1.3262 -0.2734 -0.8273 0.59
O 2.0255 -0.8154 0.2912 -0.27
O -0.2092 -0.1605 -0.3716 -0.26
C -0.8539 1.1236 -0.4070 -0.25
C -2.2822 0.9386 0.0554 -0.06
C 1.1743 -1.5508 -2.0308 -0.11
H -0.8226 1.5224 -1.4232 0.11
H -0.3207 1.8429 0.2173 0.13
H -2.6774 -0.0140 -0.2906 0.10
H -2.9163 1.7400 -0.3264 0.07
H -2.3993 1.0567 1.1311 0.06
H 0.9476 -1.0496 -2.9712 0.08
H 0.3907 -2.2421 -1.7427 0.06
H 2.1370 -2.0500 -2.1027 0.06
```

Values from the calculation:
E_tot   -3714.9816 Eh
Relative energy (zero: lowest compared OMol25 entry of this formula, charge and spin)   13.0 kcal/mol
Highest occupied orbital energy   -10.62 eV
Multiplicity   1
LUMO energy   0.01132 Eh
SMILES   CCOS(C)(=O)=O.CCOS(C)(=O)=O.CCOS(C)(=O)=O.CCOS(C)(=O)=O.CCOS(C)(=O)=O
Charge   0